{"formula": "C32H29BrN5O3TeTl", "method": "wB97M-V/def2-TZVPD", "multiplicity": 2, "gap_ha": [0.2522, 0.2431], "charge": -1, "species": ["Tl", "O", "C", "C", "C", "N", "C", "Br", "C", "H", "H", "H", "H", "N", "C", "O", "C", "C", "N", "C", "N", "H", "H", "C", "C", "C", "C", "C", "C", "Te", "N", "C", "O", "C", "C", "C", "C", "C", "C", "C", "C", "C", "C", "C", "C", "C", "C", "C", "C", "H", "H", "H", "H", "H", "H", "H", "H", "H", "H", "H", "H", "H", "H", "H", "H", "H", "H", "H", "H", "H", "H", "H"], "positions_angstrom": [[-0.096, -0.751, -1.167], [1.036, -0.482, 5.560], [0.562, -0.475, 4.287], [0.950, 0.480, 3.361], [0.400, 0.423, 2.100], [-0.464, -0.526, 1.716], [-0.800, -1.415, 2.619], [-2.031, -2.761, 2.046], [-0.350, -1.457, 3.924], [1.701, 0.212, 5.640], [1.685, 1.241, 3.592], [0.676, 1.152, 1.351], [-0.672, -2.214, 4.623], [3.776, -1.533, -0.826], [3.354, -0.483, -0.046], [2.171, -0.101, -0.107], [4.318, 0.103, 0.835], [3.924, 1.120, 1.729], [3.606, 1.950, 2.470], [5.651, -0.358, 0.846], [6.746, -0.731, 0.810], [3.193, -1.761, -1.612], [4.764, -1.700, -0.920], [0.153, 3.417, 5.663], [-0.695, 3.072, 4.468], [-1.692, 2.112, 4.548], [-2.453, 1.748, 3.442], [-3.518, 0.698, 3.619], [-2.209, 2.380, 2.214], [-3.441, 1.857, 0.570], [-1.557, 1.374, -0.712], [-1.049, 1.956, -1.765], [0.019, 1.504, -2.295], [-1.645, 3.183, -2.404], [-3.006, 3.318, -2.649], [-3.501, 4.468, -3.248], [-2.640, 5.500, -3.593], [-1.277, 5.365, -3.361], [-0.781, 4.206, -2.784], [-5.041, 3.066, 1.456], [-4.766, 4.161, 2.270], [-5.789, 4.941, 2.793], [-7.108, 4.637, 2.497], [-7.390, 3.556, 1.673], [-6.374, 2.767, 1.141], [-6.724, 1.609, 0.243], [-1.224, 3.372, 2.115], [-0.914, 4.108, 0.841], [-0.480, 3.692, 3.248], [-0.039, 2.733, 6.490], [-0.050, 4.432, 6.012], [1.214, 3.368, 5.411], [-1.868, 1.607, 5.493], [-3.428, 0.230, 4.601], [-3.441, -0.080, 2.858], [-4.515, 1.138, 3.537], [-3.676, 2.513, -2.380], [-4.563, 4.561, -3.441], [-3.028, 6.403, -4.047], [-0.598, 6.163, -3.635], [0.281, 4.074, -2.619], [-3.739, 4.404, 2.514], [-5.551, 5.785, 3.431], [-7.914, 5.237, 2.900], [-8.421, 3.316, 1.437], [-7.804, 1.518, 0.127], [-6.338, 0.668, 0.643], [-6.290, 1.732, -0.753], [-1.800, 4.245, 0.220], [-0.187, 3.554, 0.246], [-0.490, 5.088, 1.064], [0.300, 4.442, 3.161]], "forces_ev_per_a": [[-0.02, 0.02, 0.07], [0.01, 0.00, -0.01], [-0.02, -0.01, 0.04], [0.00, -0.02, 0.00], [0.01, 0.00, 0.00], [0.02, -0.03, -0.01], [-0.04, -0.01, -0.03], [0.01, 0.01, 0.00], [0.00, 0.00, 0.01], [-0.01, 0.00, 0.01], [-0.03, 0.01, 0.00], [0.01, -0.01, 0.00], [0.00, 0.00, 0.00], [0.04, -0.04, -0.03], [0.05, 0.11, 0.12], [-0.04, 0.00, -0.10], [-0.09, -0.15, 0.01], [0.03, 0.01, -0.04], [0.05, 0.01, -0.02], [0.05, 0.22, 0.02], [-0.04, -0.11, -0.02], [-0.01, 0.02, 0.00], [0.00, 0.00, -0.01], [0.00, 0.00, -0.01], [0.00, -0.01, 0.02], [0.02, -0.01, 0.01], [-0.01, 0.00, -0.04], [0.01, 0.01, 0.00], [0.02, -0.01, -0.01], [-0.08, 0.08, 0.16], [0.06, -0.02, -0.08], [0.02, 0.02, -0.01], [0.03, -0.04, -0.01], [-0.03, -0.02, 0.03], [0.01, 0.01, -0.02], [0.01, -0.01, 0.01], [0.01, 0.00, 0.00], [-0.01, 0.00, 0.00], [0.01, 0.01, 0.00], [-0.02, -0.05, -0.04], [-0.01, 0.00, 0.03], [0.00, 0.00, 0.00], [0.00, -0.01, -0.01], [0.01, 0.01, 0.00], [-0.01, 0.00, -0.01], [0.01, 0.01, 0.01], [-0.01, 0.00, -0.02], [0.00, 0.01, -0.01], [-0.01, 0.01, 0.00], [0.00, 0.00, 0.00], [0.00, 0.00, 0.00], [0.00, 0.00, 0.00], [0.00, 0.00, 0.00], [0.00, 0.01, 0.00], [0.00, 0.00, 0.01], [0.00, -0.01, -0.01], [-0.01, 0.00, 0.00], [0.00, 0.00, 0.00], [0.00, 0.00, 0.00], [0.00, 0.00, 0.00], [0.00, 0.00, 0.00], [0.00, 0.00, 0.00], [0.00, 0.00, 0.00], [0.00, 0.00, 0.00], [0.00, 0.00, 0.00], [0.00, 0.00, 0.00], [0.00, 0.00, 0.00], [0.00, 0.00, 0.00], [0.00, 0.00, 0.01], [0.00, -0.01, -0.01], [0.00, -0.01, 0.01], [0.00, 0.00, 0.00]]}

{"formula": "C32H29ClFMoN3O2P", "method": "wB97M-V/def2-TZVPD", "multiplicity": 3, "gap_ha": [0.1379, 0.1343], "charge": 1, "species": ["Mo", "N", "C", "C", "C", "C", "C", "N", "H", "H", "H", "H", "H", "H", "Cl", "C", "C", "O", "O", "H", "H", "N", "P", "C", "C", "C", "C", "C", "C", "C", "C", "C", "C", "C", "C", "C", "C", "C", "C", "C", "C", "H", "H", "H", "H", "H", "H", "H", "H", "H", "H", "H", "H", "H", "H", "H", "F", "C", "C", "C", "C", "C", "C", "C", "H", "H", "H", "H", "H", "H"], "positions_angstrom": [[4.576, -4.537, 16.829], [2.523, -7.354, 18.368], [3.718, -7.385, 17.752], [4.657, -8.458, 17.890], [5.760, -8.576, 17.100], [5.764, -7.780, 15.931], [4.756, -6.854, 15.705], [3.880, -6.461, 16.740], [2.297, -7.867, 19.224], [1.929, -6.591, 18.048], [4.455, -9.202, 18.643], [6.507, -9.341, 17.374], [6.575, -7.831, 15.238], [4.561, -6.529, 14.688], [8.671, 2.052, 13.162], [6.951, 2.419, 13.587], [5.928, 1.196, 13.318], [5.785, 0.362, 14.283], [5.399, 1.291, 12.231], [6.647, 3.227, 12.939], [7.052, 2.780, 14.603], [5.231, -3.891, 18.309], [6.808, -3.784, 18.636], [7.892, -2.730, 17.553], [7.297, -1.641, 16.953], [8.048, -0.926, 15.963], [9.381, -1.326, 15.740], [9.955, -2.404, 16.387], [9.212, -3.110, 17.301], [6.969, -2.871, 20.104], [8.206, -2.329, 20.490], [8.274, -1.528, 21.612], [7.176, -1.349, 22.453], [5.986, -2.032, 22.207], [5.846, -2.630, 20.959], [7.546, -5.375, 18.709], [7.794, -6.020, 19.927], [8.674, -7.130, 19.952], [9.176, -7.632, 18.777], [8.758, -7.125, 17.556], [8.002, -5.961, 17.499], [6.242, -1.458, 17.106], [7.528, -0.260, 15.294], [10.019, -0.801, 15.034], [11.016, -2.647, 16.369], [9.690, -3.871, 17.922], [9.032, -2.422, 19.788], [9.151, -1.127, 21.912], [7.191, -0.553, 23.210], [5.117, -1.944, 22.819], [4.849, -2.879, 20.591], [7.344, -5.732, 20.932], [8.996, -7.529, 20.881], [9.861, -8.466, 18.847], [8.984, -7.657, 16.644], [7.893, -5.463, 16.515], [4.687, -3.914, 10.344], [4.281, -3.523, 11.600], [3.147, -4.084, 12.168], [2.797, -3.754, 13.451], [3.750, -3.062, 14.285], [3.499, -3.021, 15.755], [4.699, -2.228, 13.592], [5.084, -2.602, 12.273], [2.629, -4.835, 11.484], [1.917, -4.163, 13.982], [2.489, -3.333, 15.909], [3.733, -2.043, 16.220], [4.989, -1.235, 14.052], [5.908, -2.046, 11.874]], "forces_ev_per_a": [[-1.14, 1.43, -1.88], [0.48, 0.67, 0.36], [-0.26, -0.73, -1.32], [-0.67, 0.35, 0.88], [-0.35, 0.22, 0.13], [-0.17, 0.66, 0.07], [0.87, -0.64, 1.24], [0.02, -2.23, -0.64], [0.26, 0.41, -0.61], [-0.12, -0.46, 0.48], [0.02, 0.03, 0.33], [-0.37, 0.58, -0.61], [0.09, -0.39, -0.65], [0.08, 0.76, 0.14], [-0.11, -0.33, -0.13], [-0.23, -0.61, 0.06], [1.43, 1.15, 1.67], [0.15, 0.44, -0.70], [-0.75, -0.80, -0.67], [0.02, 0.14, -0.17], [-0.45, -0.20, 0.25], [-0.07, 0.23, -0.45], [2.02, 1.92, 0.08], [-1.20, -1.57, 0.00], [0.86, 0.42, -1.89], [0.09, -1.67, 0.86], [-0.36, 0.67, -0.54], [0.39, 0.07, 1.23], [-0.16, -0.30, 0.71], [-1.01, 0.93, 2.74], [-0.54, -0.12, -0.64], [-2.37, -1.36, -0.15], [-0.37, 0.18, 0.07], [0.42, 0.73, -1.46], [0.62, -0.98, -0.63], [0.50, -1.07, -0.19], [0.20, -0.66, 1.23], [-0.92, 1.55, -0.38], [-0.06, -0.52, 0.03], [-0.36, 0.11, -0.27], [0.28, 0.23, 0.23], [-0.03, 0.36, -0.04], [-0.08, 0.69, 0.09], [-0.42, 0.15, -0.09], [-0.19, 0.19, -0.62], [-0.18, -0.05, -0.43], [0.15, -0.02, 0.51], [2.74, 1.53, 0.52], [0.27, -0.80, 0.06], [-0.35, 0.28, 0.44], [0.24, -0.35, 0.28], [0.65, 0.16, -1.62], [0.03, -0.35, 0.68], [0.01, -0.07, -0.28], [0.43, 0.18, -0.14], [-0.23, -0.28, 0.76], [-0.77, 0.27, 1.31], [1.90, 0.20, -0.37], [-0.79, -1.25, -2.23], [1.17, -1.13, 2.04], [-0.76, 0.75, -1.08], [0.81, 0.73, -0.40], [-0.27, -1.12, 0.31], [-1.39, 0.67, 1.52], [0.23, 1.30, 1.25], [0.43, 0.02, -0.71], [-1.00, 0.00, 0.59], [-0.18, -0.48, -0.07], [0.77, -0.92, -0.39], [0.08, 0.07, -0.71]]}

{"formula": "C32H29CoN6O6S3", "method": "wB97M-V/def2-TZVPD", "multiplicity": 4, "gap_ha": [0.2628, 0.2624], "charge": -1, "species": ["Co", "C", "N", "C", "C", "C", "C", "C", "N", "C", "C", "C", "C", "C", "C", "H", "H", "H", "H", "H", "H", "H", "H", "H", "H", "H", "C", "C", "N", "C", "C", "N", "C", "O", "O", "C", "O", "O", "H", "H", "H", "H", "H", "O", "C", "C", "C", "C", "C", "S", "C", "C", "C", "C", "S", "C", "C", "C", "C", "S", "H", "H", "H", "H", "H", "H", "H", "H", "H", "N", "C", "N", "O", "H", "H", "H", "H"], "positions_angstrom": [[-1.097, 0.186, 0.242], [-0.352, -0.059, 3.669], [-0.812, -0.625, 2.424], [-1.065, -1.889, 2.434], [-1.586, -2.519, 1.295], [-1.999, -3.844, 1.096], [-2.518, -3.892, -0.186], [-2.401, -2.599, -0.705], [-1.838, -1.774, 0.172], [1.075, -0.419, 4.001], [1.989, -0.694, 2.994], [3.307, -0.977, 3.307], [3.721, -1.004, 4.628], [2.807, -0.762, 5.639], [1.491, -0.471, 5.325], [-0.998, -0.390, 4.500], [-0.433, 1.031, 3.601], [-0.918, -2.490, 3.340], [-1.910, -4.640, 1.811], [-2.937, -4.744, -0.691], [-2.727, -2.268, -1.672], [1.650, -0.685, 1.970], [4.017, -1.184, 2.519], [4.752, -1.216, 4.874], [3.115, -0.804, 6.674], [0.779, -0.278, 6.116], [2.916, 0.695, -0.207], [2.060, 1.601, 0.586], [0.769, 1.492, 0.791], [0.383, 2.574, 1.516], [1.489, 3.360, 1.783], [2.538, 2.717, 1.178], [1.712, 4.607, 2.533], [0.654, 5.169, 3.061], [2.834, 5.066, 2.645], [-1.065, 2.753, 1.857], [-1.385, 3.741, 2.559], [-1.855, 1.895, 1.419], [2.301, -0.116, -0.583], [3.732, 0.304, 0.399], [3.338, 1.241, -1.050], [3.485, 3.063, 1.201], [-0.228, 4.625, 2.876], [-0.035, 0.069, -1.366], [0.084, -0.177, -2.701], [-1.057, -0.919, -3.371], [-1.038, -2.175, -3.897], [-2.254, -2.547, -4.507], [-3.183, -1.560, -4.445], [-2.593, -0.170, -3.611], [0.262, 1.152, -3.398], [0.127, 1.560, -4.688], [0.376, 2.943, -4.839], [0.697, 3.539, -3.661], [0.681, 2.436, -2.338], [1.344, -1.017, -2.854], [1.637, -2.136, -2.135], [2.939, -2.630, -2.372], [3.627, -1.864, -3.255], [2.689, -0.534, -3.827], [-0.179, -2.819, -3.861], [-2.415, -3.506, -4.968], [-4.181, -1.572, -4.839], [-0.140, 0.895, -5.492], [0.305, 3.464, -5.781], [0.915, 4.574, -3.483], [0.926, -2.573, -1.457], [3.339, -3.509, -1.898], [4.630, -1.986, -3.611], [-4.161, 0.270, 1.140], [-4.101, 0.671, -0.151], [-5.300, 1.021, -0.730], [-3.069, 0.723, -0.800], [-4.956, 0.527, 1.700], [-3.254, 0.298, 1.594], [-6.159, 0.718, -0.306], [-5.286, 1.056, -1.735]], "forces_ev_per_a": [[0.12, 0.18, 0.20], [-0.03, 0.16, 0.19], [-0.25, -0.26, -0.41], [0.05, 0.37, 0.40], [-0.25, -0.58, -0.55], [0.24, 0.14, 0.39], [-0.15, -0.17, -0.20], [-0.12, -0.07, -0.16], [0.12, 0.33, 0.40], [-0.05, 0.01, 0.04], [-0.01, 0.00, 0.05], [0.09, -0.02, -0.07], [0.15, -0.03, 0.10], [0.03, 0.02, 0.12], [-0.02, 0.05, -0.05], [0.10, 0.17, -0.10], [-0.05, -0.11, 0.12], [0.01, 0.04, -0.04], [-0.02, -0.19, 0.13], [-0.06, -0.13, -0.09], [-0.01, 0.19, -0.24], [0.01, -0.04, -0.10], [0.05, -0.02, -0.10], [0.07, -0.05, -0.01], [0.05, 0.01, 0.05], [-0.07, 0.02, 0.06], [-0.05, -0.06, 0.05], [0.29, 0.02, -0.07], [-0.32, -0.25, -0.01], [0.40, 0.47, 0.21], [-0.52, -0.25, -0.05], [-0.29, 0.13, 0.15], [0.00, 0.25, 0.16], [-0.45, -0.12, 0.00], [0.01, -0.11, -0.11], [0.18, 0.33, 0.20], [0.15, 0.23, 0.12], [-0.02, -0.46, -0.35], [0.02, -0.07, -0.08], [0.09, -0.07, 0.05], [0.04, -0.07, -0.12], [-0.04, -0.03, 0.00], [0.40, 0.04, -0.01], [-0.16, 0.07, 0.05], [0.16, -0.23, -0.06], [-0.18, -0.03, 0.00], [0.08, 0.10, 0.00], [-0.19, -0.03, -0.08], [0.00, 0.38, 0.19], [0.06, -0.58, -0.38], [-0.01, 0.22, 0.25], [0.10, -0.24, 0.18], [0.10, 0.23, -0.08], [0.08, -0.06, 0.35], [-0.14, 0.34, -0.66], [0.49, 0.07, -0.17], [-0.21, 0.18, -0.20], [0.06, -0.02, 0.01], [0.01, 0.41, -0.35], [-0.13, -0.47, 0.38], [0.17, -0.04, 0.03], [-0.10, -0.14, -0.10], [-0.23, -0.01, -0.03], [-0.11, -0.12, -0.11], [0.01, 0.10, -0.09], [0.04, 0.24, -0.03], [-0.18, -0.08, 0.24], [0.12, -0.14, 0.07], [0.24, -0.11, -0.05], [0.18, -0.17, 0.17], [-0.48, 0.03, -0.05], [-0.13, 0.09, -0.07], [0.58, 0.01, 0.13], [0.10, 0.06, -0.02], [-0.27, 0.02, 0.21], [0.03, -0.08, -0.02], [0.04, 0.01, 0.03]]}

Here are the calculated calculated total energy numbers, same order: -129278.7672; -68592.2605; -125019.3526 (eV).
Here are the calculated energy relative to the best compared isomer or geometry (same formula, charge and spin) numbers, same order: 54.3; 331.0; 39.7 (kJ/mol).